# 1
Molecular formula: C4H9N2
Method: DFT, ωB97M-V with the def2-TZVPD basis set

The geometry in XYZ format:
```
15
Properties=species:S:1:pos:R:3:forces:R:3:lowdin_charge:R:1
H -2.1145 1.4240 -0.5647 -0.8 -1.3 -0.1 0.1228
H 2.5998 -0.4648 -0.5248 -0.8 -0.4 0.0 0.1293
H -1.7160 0.9881 1.2026 -0.1 1.8 -0.5 0.1311
N 0.7797 0.0733 0.1911 0.6 1.1 -1.6 -0.2197
H -0.4617 -0.9200 1.1618 -1.9 1.0 -0.6 0.1684
C -1.3735 1.1011 0.1503 0.9 -2.3 1.5 -0.0951
C 0.9978 1.2895 -0.0770 -2.7 5.2 -1.3 -0.0112
H -0.9307 -1.1148 -0.5013 1.2 0.9 -0.3 0.1520
H 2.0147 -1.4545 0.7599 -0.7 0.1 -0.7 0.1390
N -0.2621 1.9201 -0.1963 5.7 6.0 -0.5 -0.0172
H -0.1645 3.1843 -0.4814 -1.0 -5.5 1.5 0.3170
H 2.0074 1.8502 -0.3160 -2.2 -1.5 0.7 0.2172
H 1.2658 -1.5678 -0.8588 -0.6 -0.9 -0.9 0.1008
C 1.6393 -0.8969 -0.1423 6.6 -2.9 1.1 -0.0564
C -0.5445 -0.3244 0.1891 -4.1 -1.3 1.6 -0.0780
```
Positions in Å, forces in eV/Å.

E_HOMO   -13.9 eV
Spin multiplicity   1
Net charge   +1

# 2
Molecular formula: C4H9N2
Method: DFT, ωB97M-V with the def2-TZVPD basis set

The geometry in XYZ format:
```
15
Properties=species:S:1:pos:R:3:forces:R:3:lowdin_charge:R:1
C 0.5563 -1.1985 -0.3297 2.8 -0.2 0.3 -0.1045
C -2.2959 0.9652 0.1888 -1.8 0.5 1.9 0.0368
H 1.8612 0.8365 0.5653 -0.3 0.6 -0.4 0.0889
H -0.1836 -2.0106 -0.5380 0.8 0.9 0.1 0.1570
H -1.8860 -0.9586 -0.7312 0.0 0.0 -0.5 0.0906
H 0.7987 1.8945 -0.4525 0.2 0.7 -0.2 0.0962
C -1.6118 0.0008 -0.3407 3.5 0.3 1.2 0.0095
H -3.4059 1.0309 0.3669 1.1 -0.6 -1.2 0.1135
H 2.0096 -2.5840 -0.6435 0.5 0.5 0.1 0.1204
H -1.8919 1.6804 0.8864 0.8 0.4 -0.4 0.0680
C 0.8336 1.2029 0.3635 1.0 -0.6 1.6 -0.0205
H 2.6403 -0.9443 -0.3137 0.2 -0.3 -0.1 0.1053
N 0.1136 0.0105 -0.0741 -4.3 -1.8 -0.6 -0.0644
H 0.5628 1.6998 1.3825 -0.3 -1.2 -1.9 0.1421
N 1.8989 -1.6254 -0.3301 -4.0 0.9 0.0 0.1612
```
Positions in Å, forces in eV/Å.

SMILES   C=CN(C)C=[NH2+]
E_HOMO   -14.5 eV
Spin multiplicity   1
Net charge   +1

# 3
Molecular formula: C4H9N2
Method: DFT, ωB97M-V with the def2-TZVPD basis set

The geometry in XYZ format:
```
15
Properties=species:S:1:pos:R:3:forces:R:3:lowdin_charge:R:1
C 0.0853 1.0191 -0.3284 0.4 1.4 -0.5 -0.3226
H -1.9173 -0.7588 -1.3338 0.2 -0.6 1.2 0.1210
C -1.4139 -1.1981 -0.4320 0.7 2.3 0.1 0.0147
H 1.3221 -1.7155 0.9634 -0.1 -0.7 -0.2 0.1031
C 0.6521 -0.8849 1.1129 -0.4 0.1 -0.5 0.0058
N 0.5633 0.2413 -1.2014 1.0 0.7 -1.7 0.2099
H 0.0182 -1.0044 1.9677 -0.6 -0.7 0.3 0.0925
N 0.0209 2.2563 0.1319 -2.0 -0.7 3.5 0.2086
C -0.1339 -0.4626 -0.1210 -0.1 0.0 1.3 -0.3917
H 1.2699 -0.0930 1.4352 1.0 1.1 0.1 0.0697
H 0.5235 3.0376 -0.2496 0.3 0.0 -0.3 0.1240
H 2.4331 0.5039 -3.0273 -1.2 -0.2 1.3 0.3654
H -0.4626 2.4138 1.1393 1.5 -0.4 -3.5 0.2198
H -1.9255 -1.2008 0.5387 -0.6 -0.1 -0.6 0.1060
H -1.0352 -2.1538 -0.5955 0.0 -2.1 -0.6 0.0740
```
Positions in Å, forces in eV/Å.

E_HOMO   -14.1 eV
Spin multiplicity   1
Net charge   +1

# 4
Molecular formula: C4H9N2
Method: DFT, ωB97M-V with the def2-TZVPD basis set

The geometry in XYZ format:
```
15
Properties=species:S:1:pos:R:3:forces:R:3:lowdin_charge:R:1
C -0.2237 0.9688 0.3295 -0.5 0.0 1.8 -0.1943
C -1.8796 -1.1057 -0.1766 1.4 1.5 -2.6 0.2041
H 2.7822 -0.3346 0.9310 -1.1 0.3 0.5 0.1142
H 0.3808 0.2002 2.1551 1.5 0.1 -3.1 0.2206
C -0.4016 0.6938 -1.1222 2.6 -2.2 -0.3 -0.0028
N 0.6993 0.3110 1.1030 -2.3 1.3 3.9 -0.0683
H -1.9711 -1.7324 -1.0512 0.0 0.0 -0.3 0.1285
H 0.4077 0.1182 -1.7206 -1.7 0.8 1.2 0.1731
H 1.6485 -1.2007 -0.0691 -0.5 -0.5 0.4 0.0845
H 1.9675 0.4621 -0.4103 0.4 -0.8 1.0 0.1070
H -0.9055 1.4155 -1.6589 -0.9 1.6 -1.1 0.1138
N -1.2693 0.0022 -0.2206 -0.7 -1.2 -1.2 0.0086
H -0.7072 1.8349 0.7684 0.0 0.1 -0.2 0.1660
C 1.7813 -0.2507 0.4551 3.2 -0.1 -3.0 -0.1343
H -2.3093 -1.3826 0.6875 -1.4 -1.1 3.1 0.0793
```
Positions in Å, forces in eV/Å.

SMILES   C=[N+]1C[C@@H]1NC
E_HOMO   -13.8 eV
Spin multiplicity   1
Net charge   +1

# 5
Molecular formula: C4H9N2
Method: DFT, ωB97M-V with the def2-TZVPD basis set

The geometry in XYZ format:
```
15
Properties=species:S:1:pos:R:3:forces:R:3:lowdin_charge:R:1
H -0.0961 -0.4317 -2.1519 0.7 -0.4 -1.2 0.1028
H -1.4949 -0.5700 1.3656 -0.4 -0.1 -1.2 0.1176
H -2.3463 -0.8169 -1.4777 0.6 -0.5 -0.4 0.1785
H 2.4921 0.6210 -1.1691 -1.1 0.3 0.7 0.1376
H 2.4064 1.9016 0.1849 -0.7 0.1 -0.9 0.1249
N -1.5863 -0.6811 -0.8080 0.6 1.2 0.4 0.0000
H 1.9985 -1.0624 0.7506 0.1 -1.6 -1.2 0.0957
C 1.9840 0.9780 -0.2421 2.5 -0.4 1.3 -0.1423
C -2.1233 -0.2605 0.4880 0.9 -0.4 1.8 -0.0286
N 0.6905 0.6435 0.2840 -3.1 -1.9 -3.2 0.0714
H -2.1295 0.8284 0.5559 -0.4 -0.1 -0.3 0.1079
H -3.0776 -0.7368 0.5816 -0.6 0.2 0.2 0.0914
H 1.8567 0.0918 1.9205 0.3 1.0 0.3 0.1163
C 1.8023 -0.0446 0.8545 0.0 0.4 0.4 -0.1691
C -0.3765 -0.4603 -1.1367 0.6 2.3 3.2 0.1961
```
Positions in Å, forces in eV/Å.

E_HOMO (alpha / beta)   -14.6 / -14.6 eV
Spin multiplicity   1
Net charge   +1

# 6
Molecular formula: C4H9N2
Method: DFT, ωB97M-V with the def2-TZVPD basis set

The geometry in XYZ format:
```
15
Properties=species:S:1:pos:R:3:forces:R:3:lowdin_charge:R:1
H 0.3399 -2.0854 0.8861 1.8 -1.3 -0.7 0.0598
C 0.0995 0.0595 1.0783 -0.3 -1.2 6.0 -0.2101
C 0.4757 -0.4447 -1.2752 1.9 -4.9 -1.6 0.0227
H -0.5194 2.2642 -2.3931 -0.1 -0.2 0.7 0.1381
N 0.1852 0.9013 -1.0562 -1.8 2.9 -3.2 -0.0889
H -1.3015 -1.6608 0.8883 0.6 0.4 0.4 0.1064
H -0.3292 2.7826 -0.5508 0.3 0.1 -0.1 0.1296
C -0.2372 2.0550 -1.3486 -0.6 0.1 -0.9 0.2313
C -0.3023 -1.3984 1.3165 -2.2 1.2 -2.9 -0.0640
H 1.4147 -0.7560 -1.8746 -1.8 1.0 0.7 0.1755
H -0.3268 -1.5391 2.3178 -0.2 -0.7 3.1 0.0498
N 0.7721 0.2919 -0.1014 2.8 -0.8 1.7 -0.0282
H -0.8175 0.6298 1.2322 0.2 0.6 -0.4 0.1306
H 0.7817 0.2721 2.0112 -1.1 0.2 -2.1 0.1684
H -0.2348 -1.3720 -1.1306 0.5 2.6 -0.8 0.1791
```
Positions in Å, forces in eV/Å.

SMILES   C=[N+]1CN1CC
E_HOMO   -15.0 eV
Spin multiplicity   1
Net charge   +1

Computed values of ΔE to the lowest compared entry with this formula, charge and spin (unit: kJ/mol) for the preceding records, in sequence: 383.1 254.7 815.0 387.9 570.8 514.9.